No. 1
A molecular structure, C32H26Cl3N2P2Pd. Source: the Open Molecules 2025 dataset; level of theory: ωB97M-V/def2-TZVPD.

Last column: natural (NBO) charge in e.
CARTESIAN COORDINATES (ANGSTROEM)
Pd  -0.249340  -0.501211  -0.208184  0.628
C  -2.915449  1.520860  -0.679473  -0.731
P  -2.769672  0.096748  -1.850895  0.813
C  -3.681295  0.746332  -3.299106  -0.256
C  -3.115284  1.394345  -4.393476  -0.246
C  -3.914302  1.845039  -5.435194  -0.189
C  -5.287743  1.659523  -5.392684  -0.196
C  -5.862805  1.009763  -4.309481  -0.198
C  -5.062854  0.547261  -3.276992  -0.233
C  -1.006701  0.237042  -2.410008  -0.439
C  -0.340031  -0.978920  -2.680771  -0.285
C  0.980982  -0.990371  -3.114773  -0.206
C  1.644994  0.213186  -3.336833  -0.184
C  1.009190  1.414350  -3.072792  -0.212
C  -0.293940  1.426718  -2.585004  -0.123
C  -2.511104  1.193014  0.721891  0.089
C  -3.148129  1.522545  1.894948  -0.267
C  -2.363569  1.035033  2.978444  -0.269
C  -1.261238  0.448213  2.425134  0.069
C  -0.116366  -0.343069  2.956956  -0.741
P  -0.026254  -1.616107  1.667497  1.271
C  -1.350896  -2.777298  1.984138  -0.446
C  -1.194599  -3.706185  3.015842  -0.127
C  -2.231752  -4.566763  3.327482  -0.222
C  -3.422448  -4.502901  2.611232  -0.168
C  -3.577345  -3.580643  1.588370  -0.190
C  -2.542498  -2.712900  1.269140  -0.174
C  1.533643  -2.493561  1.593559  -0.344
C  2.716822  -1.841300  1.951480  -0.216
C  3.929532  -2.498184  1.829970  -0.197
C  3.970810  -3.795953  1.335848  -0.171
C  2.799750  -4.441716  0.964486  -0.205
C  1.580676  -3.795676  1.092412  -0.194
N  -1.333603  0.561364  1.046362  -0.498
H  -3.978013  1.772575  -0.672137  0.264
H  -2.398305  2.407026  -1.056337  0.229
H  -2.045313  1.544685  -4.453274  0.208
H  -3.460352  2.342630  -6.282137  0.220
H  -5.908210  2.012884  -6.205418  0.224
H  -6.932636  0.852333  -4.274946  0.224
H  -5.516953  0.018756  -2.445374  0.217
H  -0.889521  -1.908719  -2.567506  0.250
H  1.476735  -1.932453  -3.310136  0.235
H  2.663616  0.208434  -3.703385  0.231
H  1.531277  2.349574  -3.226667  0.233
H  -0.763741  2.376028  -2.362858  0.224
H  -4.063567  2.088530  1.965361  0.228
H  -2.578739  1.126099  4.030445  0.231
H  -0.315707  -0.794014  3.928975  0.270
H  0.813553  0.228775  3.005589  0.253
H  -0.265920  -3.758407  3.573105  0.213
H  -2.114739  -5.285208  4.127307  0.230
H  -4.232209  -5.177401  2.855823  0.229
H  -4.505392  -3.530657  1.035083  0.229
H  -2.668788  -1.985632  0.474898  0.243
H  2.693644  -0.827091  2.328599  0.225
H  4.844114  -1.999744  2.121725  0.230
H  4.920054  -4.307023  1.244148  0.231
H  2.834116  -5.453150  0.582728  0.232
H  0.665655  -4.305976  0.816931  0.232
Cl  4.853840  -1.067152  -1.463662  0.084
C  4.728959  0.553722  -0.760223  -0.223
Cl  5.214554  1.775175  -1.937753  0.101
Cl  5.715310  0.668739  0.701088  0.094
C  3.326838  0.786743  -0.401669  0.254
N  2.221741  0.968677  -0.157161  -0.290

Cartesian forces (eV/Å) of the 6 atoms listed first:
Pd 0.1 0.3 -0.3
C 0.0 0.0 0.1
P 0.0 -0.1 -0.2
C 0.0 0.0 0.0
C 0.0 0.0 0.0
C 0.0 0.0 0.0

## Properties
Net charge ... +1
E_LUMO ... -4.25 eV
HOMO level ... -10.23 eV
Kohn-Sham gap ... 5.9847 eV
ΔE to the lowest compared entry with this formula, charge and spin ... 203.3 kJ/mol

***

No. 2
5 unconnected molecules or ions with the total composition C32H26F4O5 at a distorted geometry. Source: the Open Molecules 2025 dataset; level of theory: ωB97M-V/def2-TZVPD.

Last column: natural (NBO) charge in e.
CARTESIAN COORDINATES (ANGSTROEM)
O  -0.570129  2.974864  2.903907  -0.506
C  -0.384453  1.836328  3.205885  0.966
O  -0.210282  1.395822  4.475067  -0.702
O  -0.293273  0.789288  2.276622  -0.281
O  0.791722  1.015331  1.405180  -0.232
C  1.847463  0.137234  1.653532  0.777
O  2.691004  -0.056055  0.825936  -0.506
C  1.896934  -0.501469  3.036678  -0.150
C  1.173446  -1.628754  3.356029  -0.185
C  1.228053  -2.124779  4.631228  -0.212
C  2.012866  -1.473695  5.562634  -0.152
C  2.750230  -0.357193  5.260536  -0.216
C  2.696708  0.158915  3.940632  -0.219
H  0.581715  1.809236  4.841508  0.516
H  0.560454  -2.063942  2.569496  0.226
H  0.628319  -2.991595  4.887752  0.223
H  2.003825  -1.884923  6.570003  0.209
H  3.337381  0.137181  6.028100  0.219
H  3.237851  1.061282  3.666452  0.228
F  -3.538608  -1.875535  -3.615035  -0.340
C  -2.929252  -1.241728  -2.592475  0.462
C  -1.604580  -1.520660  -2.321031  -0.319
C  -0.976712  -0.864127  -1.271757  -0.189
C  -1.682447  0.052595  -0.503169  -0.226
C  -3.015931  0.317662  -0.787656  -0.193
C  -3.644220  -0.329097  -1.842511  -0.315
H  -1.074897  -2.244611  -2.926570  0.222
H  0.064358  -1.068072  -1.053179  0.215
H  -1.192399  0.559007  0.314068  0.224
H  -3.568416  1.028897  -0.187325  0.219
H  -4.679192  -0.128837  -2.083129  0.232
F  5.979620  -0.101789  4.298834  -0.322
C  6.417625  1.165148  4.235281  0.395
C  6.763595  1.699247  3.008453  -0.287
C  7.205758  3.012614  2.942140  -0.187
C  7.305678  3.772865  4.099638  -0.230
C  6.958593  3.221471  5.324876  -0.191
C  6.507075  1.911108  5.395383  -0.294
H  6.684827  1.089404  2.117690  0.235
H  7.472267  3.443265  1.986092  0.220
H  7.654453  4.795947  4.045417  0.218
H  7.040463  3.811706  6.228082  0.218
H  6.225993  1.466531  6.341602  0.226
F  -6.719068  0.927380  -1.368967  -0.329
C  -7.198667  1.906312  -2.163047  0.397
C  -8.272070  2.658502  -1.729706  -0.285
C  -8.761165  3.668293  -2.545666  -0.190
C  -8.179118  3.905231  -3.783896  -0.229
C  -7.103242  3.135814  -4.205401  -0.189
C  -6.603941  2.131650  -3.388696  -0.286
H  -8.716622  2.452936  -0.764685  0.229
H  -9.597293  4.270305  -2.215386  0.218
H  -8.565152  4.690891  -4.420339  0.216
H  -6.651821  3.317421  -5.171752  0.219
H  -5.760527  1.527082  -3.696623  0.230
F  3.120226  -6.182218  -5.318180  -0.324
C  2.050735  -5.374219  -5.442385  0.399
C  1.979848  -4.227786  -4.676035  -0.285
C  0.878698  -3.394097  -4.809461  -0.195
C  -0.138671  -3.721112  -5.696131  -0.232
C  -0.053035  -4.880289  -6.455210  -0.190
C  1.050963  -5.711743  -6.333228  -0.286
H  2.779047  -3.994330  -3.984657  0.230
H  0.813806  -2.488246  -4.220978  0.216
H  -0.998904  -3.070974  -5.794782  0.220
H  -0.847276  -5.137743  -7.143379  0.218
H  1.139764  -6.615148  -6.922308  0.228

Cartesian forces (eV/Å) of the 6 atoms listed first:
O 0.1 -1.0 -0.1
C 0.8 1.4 0.1
O -0.3 -0.6 -0.6
O -0.5 -0.4 1.1
O 0.8 0.4 -0.9
C 0.6 -1.4 0.8

## Properties
Net charge ... 0
SMILES ... O=C(O)OOC(=O)c1ccccc1.Fc1ccccc1.Fc1ccccc1.Fc1ccccc1.Fc1ccccc1
E_LUMO ... 0.01 eV
HOMO level ... -9.09 eV
Kohn-Sham gap ... 9.1001 eV

***

No. 3
A molecular structure, C32H26F5N5OS2Tc at a distorted geometry. Source: the Open Molecules 2025 dataset; level of theory: ωB97M-V/def2-TZVPD.

Last column: Löwdin spin population.
CARTESIAN COORDINATES (ANGSTROEM)
Tc  0.025557  -1.008948  0.187634  0.935
C  -1.062857  3.162855  0.705881  0.007
C  -0.542824  1.838994  0.283470  0.047
N  -0.614552  0.760651  0.999123  -0.015
N  -1.174636  0.849161  2.251637  -0.011
C  -1.030147  -0.254822  2.929556  -0.011
N  -1.537381  -0.322098  4.165099  -0.007
S  -0.135354  -1.677321  2.362472  -0.054
C  0.094252  1.652037  -1.030577  0.002
C  0.435591  2.708138  -1.847911  0.006
C  1.072693  2.450427  -3.053093  0.005
C  1.352068  1.141829  -3.404706  0.005
C  0.983278  0.127250  -2.543373  0.012
N  0.350033  0.371996  -1.386736  0.009
H  -1.460838  3.120598  1.711849  0.000
H  -1.852403  3.466711  0.012039  0.003
H  -0.275418  3.918751  0.660085  0.002
H  -2.028514  0.472183  4.542649  0.000
H  -1.463986  -1.157078  4.719069  0.001
H  0.208307  3.720261  -1.546129  0.000
H  1.348521  3.267313  -3.707404  0.000
H  1.850433  0.898935  -4.333028  0.000
H  1.176791  -0.910436  -2.777877  0.001
O  2.072574  -0.494614  0.377516  0.016
S  3.421021  -1.120283  -0.049144  0.006
C  4.435321  -0.947831  1.391454  -0.001
C  3.953787  -0.275213  2.504183  -0.001
C  4.782772  -0.168625  3.615157  0.000
C  6.052051  -0.727486  3.596641  0.000
C  6.511408  -1.404379  2.471791  0.000
C  5.699267  -1.526788  1.356106  0.000
C  4.090608  0.046987  -1.172802  0.001
C  4.103318  1.402719  -0.857398  0.000
C  4.644749  2.282819  -1.775588  0.000
C  5.172885  1.806169  -2.976334  0.000
C  5.153223  0.452080  -3.273964  0.000
C  4.599265  -0.446312  -2.367639  0.000
H  2.959276  0.151007  2.501637  -0.001
H  4.434749  0.354512  4.496463  0.000
H  6.690232  -0.640120  4.466758  0.000
H  7.501516  -1.841190  2.467069  0.000
H  6.052010  -2.052494  0.474771  0.000
H  3.706430  1.754769  0.087962  0.000
H  4.676044  3.341614  -1.552911  0.000
H  5.610357  2.502794  -3.680591  0.000
H  5.567393  0.093425  -4.207276  0.000
H  4.560614  -1.507337  -2.588821  0.000
N  0.582604  -3.055377  -0.500770  0.009
C  0.899302  -3.299110  -1.914849  0.003
C  -0.068594  -3.014468  -2.866020  0.000
C  0.200417  -3.253480  -4.207948  0.000
C  1.432448  -3.768409  -4.591322  0.000
C  2.385820  -4.061665  -3.626401  0.001
C  2.118001  -3.835814  -2.281412  0.000
H  1.335547  -3.405287  0.086536  0.002
H  -0.231526  -3.615112  -0.252052  0.003
H  -1.032099  -2.619132  -2.560935  0.000
H  -0.558455  -3.044647  -4.951768  0.000
H  1.640694  -3.959731  -5.636051  0.000
H  3.337369  -4.488445  -3.915663  0.000
H  2.855694  -4.092857  -1.527729  0.000
F  -2.403035  0.667231  -1.373087  0.003
C  -2.801229  -0.562871  -1.011802  0.010
C  -1.942640  -1.446781  -0.348027  -0.001
C  -2.534049  -2.678030  -0.041886  0.006
F  -1.831484  -3.648888  0.580711  0.001
C  -3.835587  -3.012474  -0.337608  -0.002
F  -4.325076  -4.195957  -0.007994  -0.001
C  -4.634634  -2.091745  -0.993985  0.007
F  -5.880178  -2.390732  -1.292405  0.003
C  -4.110548  -0.858364  -1.333945  -0.001
F  -4.868245  0.029335  -1.958754  -0.001

Cartesian forces (eV/Å) of the 6 atoms listed first:
Tc -0.6 -0.3 1.3
C 0.1 0.0 0.0
C 0.0 0.0 -0.1
N 0.0 0.2 0.1
N 0.2 -0.5 -0.3
C -0.3 0.4 0.4

## Properties
Multiplicity ... 2
Net charge ... +2
E_LUMO (alpha / beta) ... -8.12 / -7.69 eV
Expectation value of S² ... 1.09
HOMO level (alpha / beta) ... -14.29 / -14.34 eV
Kohn-Sham gap (alpha / beta) ... 6.1651 / 6.6476 eV